(1)
{"formula": "C23H44BCl15N4O4PS", "method": "ωB97M-V with the def2-TZVPD basis set", "symbols": ["Cl", "Cl", "Cl", "Cl", "Cl", "Cl", "Cl", "Cl", "Cl", "Cl", "Cl", "Cl", "Cl", "Cl", "Cl", "S", "P", "O", "O", "O", "O", "N", "N", "N", "N", "C", "C", "C", "C", "C", "C", "C", "C", "C", "C", "C", "C", "C", "C", "C", "C", "C", "C", "C", "C", "C", "C", "C", "B", "H", "H", "H", "H", "H", "H", "H", "H", "H", "H", "H", "H", "H", "H", "H", "H", "H", "H", "H", "H", "H", "H", "H", "H", "H", "H", "H", "H", "H", "H", "H", "H", "H", "H", "H", "H", "H", "H", "H", "H", "H", "H", "H", "H"], "xyz": [[3.051834, 0.526276, 1.545335], [0.928562, 2.637290, -9.497484], [-2.467198, -4.035346, -8.272195], [-0.238376, -1.589317, 6.141840], [4.351526, 1.490143, -1.457414], [-0.168753, -5.409644, -10.380703], [9.337248, 2.516382, -4.937888], [-1.127851, -0.076879, 9.673537], [7.047330, 3.930906, -2.847384], [1.060627, 4.107731, -6.423066], [-0.167392, -1.078425, 12.785835], [-0.582990, -2.809240, -4.895561], [-2.150717, -0.655394, -7.018250], [2.620404, 4.414813, 2.039205], [3.605857, 6.178406, -0.702948], [-5.656064, -4.272253, 2.327091], [-4.738541, -3.761665, 3.925500], [-4.051286, -5.090859, 4.569980], [-3.745184, -1.777738, -1.455228], [-5.727908, -3.143496, 5.035411], [-2.754881, 0.224056, -0.572916], [-1.811203, -1.156558, 3.534643], [-3.430326, -2.694637, 3.536847], [-1.182856, -1.338011, 1.209220], [-2.883093, -2.597881, 2.306400], [0.889515, -0.498304, 2.304547], [-0.918148, -3.314100, -8.789651], [0.374931, -0.938781, 10.111534], [6.737177, 3.209350, -4.446065], [-2.920400, -1.729034, -5.823899], [-1.858350, -0.924807, 6.579796], [-2.688221, -1.770991, 4.272984], [-1.905213, -1.683758, 2.238854], [4.297510, 1.782718, 1.257264], [-1.915717, 0.640932, 6.517554], [2.109601, 6.408412, 0.235366], [7.637185, 2.029868, -4.722747], [-1.478951, -2.001942, -0.088135], [-0.135123, -0.304471, 1.219784], [-2.997778, -1.595068, 5.753527], [2.314179, 6.141697, 1.706938], [0.163875, -1.909381, 11.247981], [-0.568437, -3.681513, -10.210942], [-2.078965, -1.889944, -4.582539], [1.383624, -0.459767, 3.397110], [0.145664, 2.069141, -8.001891], [-0.309272, 3.210779, -7.126127], [4.069860, 2.530675, -0.036395], [-2.714937, -1.174761, -0.750557], [5.273765, 1.300857, 1.271475], [-2.864894, 0.972819, 6.060753], [1.791133, -0.340151, 4.389075], [-4.576147, -1.527947, -1.019862], [-0.627473, -1.935527, -0.784210], [-0.147352, -3.634744, -8.091501], [1.416854, 6.416935, 2.260201], [-1.384768, -3.455860, -10.894307], [-0.713768, 1.471395, -8.302935], [-1.798452, -0.925072, -4.161203], [7.595091, 1.298786, -3.917619], [-2.636524, -2.443719, -3.827625], [5.695897, 2.886906, -4.450829], [-1.052135, 1.039641, 5.961193], [0.846701, 1.420079, -7.480349], [-1.887547, 1.063502, 7.531158], [-0.926890, 3.915954, -7.678684], [-3.370844, 0.389297, 0.159070], [-2.018949, -1.195615, 7.647805], [4.246388, 2.471066, 2.096242], [0.701673, -1.476153, 9.221163], [-3.880688, -0.928830, 5.815480], [0.419545, -0.404970, 0.268580], [-1.027073, -2.236686, -8.704086], [-3.300176, -2.544885, 6.237027], [4.765827, 3.365435, -0.110795], [0.309616, -3.120522, -10.529468], [3.061248, 2.925383, -0.104100], [-0.662612, -2.588206, 11.045728], [7.328668, 1.540578, -5.646226], [1.065801, -2.502768, 11.394857], [-0.532872, 0.725857, 1.224464], [3.148959, 6.714285, 2.105424], [-5.896039, -2.196384, 4.897687], [-1.794691, -3.048473, 0.075975], [-3.878603, -1.278800, -5.564685], [6.856438, 3.988265, -5.196406], [1.344487, 5.758779, -0.185923], [-0.894792, 2.822664, -6.292859], [-3.218756, -3.186891, 1.548972], [-3.343119, -4.763776, 5.158781], [1.129203, -0.193979, 10.356083], [-3.113380, -2.686470, -6.306570], [1.798876, 7.442336, 0.088951]], "forces_ev_per_angstrom": [[1.5426, 1.0557, -0.5070], [0.0324, 0.0003, 0.0131], [0.0390, -0.1683, -0.1631], [-0.4419, 0.0320, 0.3625], [-0.0506, -0.0997, -0.0749], [-0.0278, -0.0126, -0.0067], [0.0098, -0.0041, 0.0326], [0.0952, 0.0447, 0.4019], [0.0292, 0.0683, 0.0508], [0.0120, 0.0210, -0.0022], [-0.0427, 0.0033, -0.0285], [0.0612, 0.0361, 0.0260], [-0.0335, 0.1461, 0.0787], [-0.1820, 0.2566, 0.1935], [-0.0082, -0.0583, -0.0029], [0.4195, 0.4756, 0.0228], [-1.7484, -2.6400, -1.5875], [0.0137, 2.5771, 0.3777], [0.6112, -0.3428, 1.3706], [1.9709, 0.3343, -0.1196], [-0.1245, -1.2784, 0.8635], [0.0541, 0.2399, -0.4800], [0.7187, 1.2008, 2.0710], [0.2990, -0.6570, -1.0785], [-0.1736, -1.0094, -3.1241], [-2.5917, 0.0093, 0.5905], [0.2382, 0.0633, -0.1189], [0.2663, -0.1963, -0.0419], [-0.1638, -0.0651, -0.1166], [-0.3001, -0.1205, 0.2104], [-0.7973, 0.6572, 0.5641], [-0.5465, -0.5341, 0.2045], [-0.4373, 0.5917, 3.2871], [0.2618, -0.0659, -0.4210], [0.2082, -0.3953, -0.1952], [-0.0572, 0.0536, -0.0182], [-0.0721, -0.0898, -0.0430], [-1.2199, 0.5660, -0.4777], [1.9456, -0.0307, 0.1002], [0.4939, 0.4198, -0.1529], [-0.1185, 0.2457, 0.0390], [0.0205, -0.0613, 0.0241], [0.0060, 0.0402, -0.0394], [-0.0865, 0.0383, 0.1142], [-0.4679, -0.3060, 0.5557], [-0.0485, -0.1029, 0.0106], [-0.1520, -0.0636, 0.0380], [0.2059, 0.0218, 0.0406], [-0.2303, 0.6214, -0.6896], [-0.0703, -0.0419, -0.0943], [0.5177, -0.0987, 0.0072], [0.0882, -0.2369, -0.6455], [-0.1557, 0.1359, -0.8288], [-0.0559, -0.3141, 0.6019], [-0.0794, -0.0967, -0.0203], [-0.0105, -0.0515, -0.0540], [-0.0143, -0.0701, 0.0600], [-0.0274, 0.0932, 0.0077], [0.0540, -0.0069, -0.1065], [0.0364, 0.0913, 0.0305], [-0.0638, -0.0288, -0.1107], [0.0438, -0.0533, 0.0498], [-0.5112, -0.1027, 0.0840], [0.0251, 0.0863, -0.0086], [0.0923, -0.2285, -0.4169], [0.1075, 0.0046, -0.0330], [0.1019, 0.6315, -0.3403], [0.1763, -0.0431, -0.9609], [-0.0365, -0.0557, -0.0107], [-0.0759, -0.0150, 0.0155], [0.3479, -0.2873, 0.0699], [-0.5651, 0.0188, 0.2566], [-0.0435, -0.0365, -0.0724], [0.2681, 0.3004, -0.5059], [-0.0010, -0.0395, 0.0056], [-0.0020, -0.0049, 0.0863], [0.0213, -0.1156, -0.0573], [-0.0164, 0.0788, 0.0116], [-0.0162, 0.0802, -0.0026], [0.0206, 0.0722, -0.0506], [-0.0291, -0.5701, 0.2781], [0.0443, -0.1030, -0.0626], [-0.2843, -0.2074, 0.0292], [0.6198, 0.3348, -0.1949], [0.0776, 0.0702, 0.0506], [0.0939, -0.0056, 0.0694], [0.0698, -0.0323, 0.0258], [0.0494, -0.0560, -0.0285], [-0.2732, -0.0613, 0.3682], [-0.0258, -0.7720, 0.1686], [-0.1288, 0.0475, 0.0566], [0.1549, 0.1805, 0.0480], [0.0434, -0.0085, 0.0697]], "largest_force_ev_per_a": 3.54, "homo_energy_ev": -11.699, "total_charge": 1, "spin_multiplicity": 1, "lumo_ha": -0.1203, "orbital_gap_ev": 8.43}

=====

(2)
{"formula": "C23H44BF2NO27P3", "method": "ωB97M-V with the def2-TZVPD basis set", "symbols": ["P", "P", "P", "F", "F", "O", "O", "O", "O", "O", "O", "O", "O", "O", "O", "O", "O", "O", "O", "O", "O", "O", "O", "O", "O", "O", "O", "O", "O", "O", "O", "O", "N", "C", "C", "C", "C", "C", "C", "C", "C", "C", "C", "C", "C", "C", "C", "C", "C", "C", "C", "C", "C", "C", "C", "C", "B", "H", "H", "H", "H", "H", "H", "H", "H", "H", "H", "H", "H", "H", "H", "H", "H", "H", "H", "H", "H", "H", "H", "H", "H", "H", "H", "H", "H", "H", "H", "H", "H", "H", "H", "H", "H", "H", "H", "H", "H", "H", "H", "H", "H"], "xyz": [[-5.091086, 3.619798, 3.460979], [4.576891, -3.749750, 2.177758], [0.861826, -0.572238, -3.225839], [4.678640, -0.251760, -0.710923], [2.749982, 4.808143, 2.545196], [-2.489107, 0.743163, 0.084508], [5.954853, 2.646183, 4.019269], [3.767274, -4.483714, 1.171613], [3.831670, 2.888258, 3.183571], [-0.580692, -0.667158, 3.680962], [5.413308, 1.688010, -1.573059], [4.775578, 3.514955, -2.792092], [-5.409928, 3.315953, 1.811271], [-1.622536, -0.696719, 1.743130], [4.547205, -4.317372, 3.733358], [6.171817, -3.659853, 1.834245], [-1.653923, -1.311499, -0.646191], [-5.276331, 5.255312, 3.403470], [-3.280546, -1.760916, -2.146846], [1.667900, 0.235135, -4.386994], [-4.187522, -1.987990, -6.001195], [1.900081, -1.588801, -2.573683], [-0.062060, 0.374769, 0.394730], [0.642319, 0.546336, -2.062194], [4.474469, 4.279793, 4.654217], [4.278386, -2.165915, 2.339505], [-3.498505, 3.408944, 3.621821], [3.695937, 2.809908, -0.962670], [1.394661, 0.862559, 2.082225], [-4.485154, 0.601246, -0.891130], [-5.925195, 2.941625, 4.539080], [-0.279386, -1.324881, -3.753000], [-2.441456, -3.434378, -4.784295], [-4.927222, 6.006162, 2.280613], [-0.693678, -0.368683, 2.487245], [-3.349525, 0.254406, -0.732340], [-2.713701, -0.998003, -1.342837], [7.030502, -4.791074, 2.123610], [-3.710805, -3.981598, -4.675090], [4.969266, 1.010912, -0.366947], [1.442147, -2.566835, -1.613976], [-3.921072, -4.662513, -3.287985], [-4.779326, -2.871109, -4.996836], [-3.067227, 2.195074, 3.115600], [-6.787933, 3.022320, 1.381576], [3.688233, 1.796057, -0.055322], [4.871965, 3.219648, 4.019627], [2.726751, 3.719289, 3.381677], [0.037205, 1.803982, -2.388927], [3.376731, -4.281209, 4.511740], [3.096516, 4.332137, 4.742620], [2.930868, 0.859181, -4.050976], [0.337183, 0.421714, 1.646442], [4.679800, 2.762842, -1.826821], [-5.206253, -1.128237, -6.478236], [3.047433, -1.657809, 2.068072], [-1.404334, -0.194425, 0.318815], [2.707677, 3.592150, 5.442150], [-7.060728, 3.715434, 0.585782], [3.476035, 0.242167, -3.336703], [3.675880, 1.974748, 1.019860], [2.789788, 1.833859, -3.583884], [2.655875, 5.325142, 4.831361], [2.546845, -4.378139, 3.811742], [3.042244, -1.020725, 1.183654], [0.988776, -1.964716, -0.826569], [-4.320814, 5.575855, 1.483617], [-3.368514, -4.125620, -2.516926], [-4.896920, -0.769615, -7.459968], [7.420241, -4.699348, 3.137405], [5.698535, 1.137628, 0.433188], [7.820959, -5.052637, 1.420144], [2.145868, -3.255770, -1.146814], [2.292417, -2.427722, 1.909093], [-1.806454, -4.129677, -4.419006], [-2.692638, 1.709618, 4.016775], [-2.145132, 2.246282, 2.536611], [3.335823, -3.260510, 4.891988], [6.439139, -5.697647, 2.252075], [-4.592068, 6.934036, 2.744123], [1.777173, 3.185747, 3.340169], [-1.017842, 1.720601, -2.128097], [0.510895, 2.633706, -1.864253], [-2.368184, -2.870418, -3.949623], [-5.805025, 6.297890, 1.704013], [-7.589709, 3.290706, 2.069495], [-7.043649, 2.002565, 1.093801], [-3.766987, 1.477644, 2.686959], [-3.427455, -5.634318, -3.282123], [0.199053, 2.108782, -3.422849], [-6.130922, -1.682935, -6.637635], [3.335690, -5.068223, 5.264758], [2.712584, 1.310131, -0.046447], [-4.996629, -2.367838, -4.054714], [0.511119, -3.093930, -1.822434], [-5.739892, -3.276604, -5.314605], [2.725769, -0.978116, 2.857158], [-5.471837, -0.421886, -5.691702], [-4.985230, -4.722537, -3.059808], [3.425908, 0.937472, -5.018916], [-3.780556, -4.822606, -5.364983]], "forces_ev_per_angstrom": [[-2.2144, 0.6860, 0.0417], [1.0759, 0.2006, 0.3868], [0.8329, 0.2661, -0.3535], [0.5601, -0.6466, 0.1947], [-0.1506, -0.4927, -1.1564], [1.1868, 1.4163, 0.8220], [-3.0186, 1.7115, 0.2337], [0.4559, 0.7484, 1.3605], [-0.2731, -1.2676, -1.0117], [0.1602, 0.8820, -2.1066], [1.5300, -0.9502, 0.6140], [0.2495, -1.6721, 2.2634], [-0.7546, -0.8396, 2.1887], [-3.2217, -1.2492, -3.3548], [1.7714, -0.1605, -2.3527], [-0.8902, -0.5567, 0.4292], [0.8321, 0.9405, 0.0609], [0.0833, -3.1241, 1.1735], [1.3745, 1.8906, 1.1825], [-0.7026, -0.9890, 1.5039], [-2.2362, -0.5577, 1.8606], [0.5125, -0.2067, -0.1252], [-0.2599, 0.3954, -0.4206], [0.5910, -0.8179, -1.3562], [1.9093, 1.8426, 2.7078], [2.5097, -2.3880, 0.2775], [-2.6399, 1.9145, -1.3042], [-1.5681, 2.9216, 0.2044], [-1.8484, -0.1797, -1.1743], [0.1140, 0.1672, -0.3436], [1.9117, 1.6281, -2.9961], [-0.5845, 0.8098, 0.0522], [1.8496, 0.7958, 0.3799], [-0.5898, 1.6111, -0.7127], [2.9719, 0.2576, 4.8561], [-1.3452, -0.5158, -0.9755], [-2.0694, -2.9670, -1.3538], [-0.9922, -0.9410, 1.3878], [-1.7191, -1.4547, 1.0229], [-1.4212, 1.2990, -1.1809], [-1.9117, 1.1149, 1.5811], [-0.0646, 0.5670, -0.3271], [2.2110, -1.9317, -0.4624], [2.3588, -2.8785, 1.4745], [-0.5426, 1.0383, 0.2579], [-0.2366, -2.1880, 2.1084], [2.1417, -1.9341, -1.9497], [0.6211, 1.1932, 1.5287], [-0.0523, 0.2277, -0.1485], [-0.9581, 1.0499, -0.9900], [-2.2826, -1.3990, -1.0503], [-0.2041, -0.2165, -0.0619], [1.9971, -0.1175, 1.6829], [-0.2943, 1.1775, -2.8069], [-0.1911, -0.3770, -1.4238], [-2.5918, 1.4523, -0.5619], [-0.2226, -0.8145, 1.2833], [0.1926, 0.4425, 0.8256], [0.7165, -0.2120, -0.5229], [0.2069, -0.1269, -0.2681], [0.5791, 1.5606, -0.0463], [-0.1770, 0.1170, -0.2703], [0.5624, -0.1124, 0.2921], [-0.4831, -0.2943, 0.3561], [0.2870, -0.1804, -0.3188], [0.6055, 0.1376, 0.7367], [0.7382, -0.2903, 0.7897], [-0.4911, 0.4592, 0.0286], [0.2054, 0.6513, 0.5136], [0.4373, 0.5675, -0.1538], [0.3224, -0.7022, -0.3304], [-0.2750, 0.9558, -0.3472], [0.6753, 0.4860, -0.8016], [-0.1147, -0.0565, 0.0670], [0.6115, -0.6756, -0.7136], [-0.0117, -0.6767, 0.0373], [-0.4216, 0.6777, -0.6523], [-0.3074, -0.2162, 0.7137], [-0.3016, -0.1161, -0.4848], [0.7257, 0.0443, -0.6689], [0.2810, -0.0738, -0.4274], [0.0086, 0.3692, -0.1903], [0.0377, -0.4338, 0.6900], [0.2983, 1.5673, 0.1571], [-0.5733, -0.1273, 0.2367], [0.5678, -0.0213, 1.0135], [1.0289, -0.1229, -0.0491], [-0.3362, 0.6718, -0.3059], [-0.4589, -0.2488, -0.3322], [-0.3266, -0.5412, -0.3033], [-0.0754, -0.3056, 0.0941], [0.3490, 0.2010, -0.1091], [0.1869, -0.8903, -1.0680], [0.4412, 0.9609, 0.3445], [0.3192, -0.3525, -1.4268], [-0.0526, 0.2658, -0.4900], [0.0396, -0.3067, 0.2965], [0.4627, 0.5132, -0.0144], [0.0551, -0.3688, 0.3669], [0.2852, 0.1602, 0.3900], [-0.5804, 0.2716, -0.7146]], "largest_force_ev_per_a": 5.70, "homo_energy_ev": [-9.750, -9.750], "total_charge": 0, "spin_multiplicity": 2, "lumo_ha": [-0.0267, -0.2476], "orbital_gap_ev": [9.02, 3.01], "s_squared": 0.75}